Record 1
Formula: C35H27N10O10STi
Source: OMol25
Level of theory: ωB97M-V/def2-TZVPD

```
84
Properties=species:S:1:pos:R:3:forces:R:3
Ti 0.673 -0.367 0.703 -0.781 0.923 1.321
S -1.074 -2.200 -2.082 0.207 -0.077 0.175
O 0.208 4.939 -4.556 0.015 0.020 -0.003
O -1.897 1.562 -1.906 -0.064 -0.028 -0.018
O 4.396 0.316 -1.473 0.039 0.234 0.288
O 5.129 1.995 -2.587 0.057 0.208 0.358
O 2.336 4.946 -4.877 0.002 0.032 -0.007
O -0.737 0.242 -0.557 0.077 -0.145 -0.098
O 1.283 -2.101 -0.211 0.173 -0.064 -0.015
O -0.339 -1.486 -3.165 0.101 0.113 -0.193
O 1.879 0.309 -0.767 0.081 0.115 0.034
O 1.944 -1.389 2.004 0.501 -0.022 -0.111
N 2.433 -2.498 0.285 -0.129 -0.307 -0.157
N -0.477 0.727 1.996 -0.113 -0.001 -0.340
N -3.330 -3.033 1.841 0.025 -0.106 -0.029
N 2.791 -2.182 1.455 0.009 0.110 0.027
N 1.894 1.306 1.591 -0.265 -0.200 -0.171
N -5.239 5.057 5.072 -0.060 0.043 0.020
N -0.881 -1.691 1.489 0.101 0.109 -0.279
N 4.221 1.374 -2.052 0.008 -0.679 -0.865
N 1.327 4.505 -4.350 -0.022 0.001 -0.053
N 3.134 3.738 2.106 0.102 -0.011 -0.009
C 3.840 -4.023 -2.738 -0.001 0.000 -0.013
C 2.859 1.847 -2.275 0.117 0.322 0.118
C 1.468 3.393 -3.424 0.085 -0.043 0.018
C 0.335 2.827 -2.846 0.102 -0.151 0.144
C 3.044 -3.245 -1.912 0.090 -0.064 0.097
C 3.261 -3.311 -0.543 -0.003 -0.069 -0.131
C -3.363 3.366 3.799 -0.197 0.124 0.087
C 4.237 -4.122 0.018 -0.023 0.019 -0.104
C -2.395 2.475 3.159 0.202 -0.025 -0.049
C 1.844 3.582 2.277 -0.020 -0.095 -0.014
C -3.424 -2.931 -3.184 0.019 0.013 -0.004
C 0.456 1.783 -1.957 -0.154 0.168 -0.205
C -3.204 -1.764 2.095 0.114 0.199 0.024
C 1.740 1.258 -1.613 -0.103 -0.232 0.090
C -1.773 0.303 2.277 0.136 0.519 0.095
C -3.935 5.140 5.319 0.071 0.033 0.034
C -1.019 -3.017 1.245 0.091 0.036 -0.044
C -1.261 -3.914 -2.694 -0.220 -0.042 0.042
C -4.733 3.289 3.530 0.090 -0.034 0.022
C -1.077 2.904 2.881 -0.144 -0.157 -0.002
C 1.196 2.354 2.050 0.194 0.024 0.043
C -0.834 1.174 -1.453 0.175 -0.100 -0.062
C -2.195 -3.675 1.431 -0.046 0.026 0.025
C 3.828 2.653 1.701 -0.028 -0.094 -0.016
C -2.848 -1.860 -2.267 -0.025 0.019 -0.041
C 2.729 2.907 -3.155 -0.193 -0.053 0.096
C -2.753 -4.229 -2.735 0.010 0.034 -0.002
C -0.180 2.044 2.314 -0.085 -0.238 0.069
C 3.220 1.453 1.432 0.004 0.149 -0.035
C 4.822 -4.843 -2.203 0.014 0.000 -0.014
C 5.019 -4.889 -0.829 0.014 -0.015 0.008
C -1.981 -1.051 1.961 -0.244 -0.302 -0.001
C -2.976 4.339 4.726 0.012 -0.057 -0.090
C -5.608 4.138 4.182 -0.045 -0.028 -0.039
C -2.710 1.164 2.840 0.038 -0.141 -0.049
H -4.092 -1.231 2.415 -0.024 -0.012 0.009
H -0.676 -4.585 -2.068 0.014 -0.014 0.019
H -3.105 -4.487 -1.732 -0.013 -0.032 0.001
H 3.603 3.337 -3.617 -0.007 0.002 0.003
H 1.277 4.446 2.598 -0.005 0.018 0.011
H 5.785 -5.530 -0.411 0.005 0.001 -0.004
H -3.634 5.888 6.046 -0.001 0.012 0.007
H 4.376 -4.144 1.088 -0.012 0.003 0.022
H -3.150 -2.713 -4.219 -0.015 0.001 -0.019
H -5.112 2.591 2.796 0.001 -0.016 -0.011
H -2.971 -5.074 -3.391 -0.001 0.009 -0.024
H 4.896 2.765 1.570 0.018 0.038 0.013
H -1.937 4.454 5.003 0.008 -0.007 0.013
H -0.822 -3.871 -3.693 0.001 -0.015 -0.010
H 3.772 0.602 1.057 -0.015 0.008 -0.022
H -3.273 -1.915 -1.262 -0.010 -0.018 0.028
H -2.917 -0.829 -2.613 -0.001 0.011 -0.003
H 2.280 -2.588 -2.305 -0.025 0.028 0.007
H -0.787 3.923 3.093 0.050 0.015 0.006
H 5.439 -5.445 -2.857 0.007 -0.008 -0.007
H -2.270 -4.738 1.246 -0.013 -0.018 0.001
H -0.141 -3.530 0.879 -0.022 0.011 -0.017
H -3.697 0.785 3.065 -0.019 -0.022 0.006
H -4.512 -2.976 -3.125 -0.002 -0.011 0.013
H -0.655 3.180 -3.093 -0.007 0.009 -0.008
H 3.692 -3.977 -3.809 0.002 -0.007 -0.011
H -6.670 4.081 3.969 -0.020 0.002 0.004
```
Forces are in eV/Å.

Computed properties:
E_tot = -106057.87686 eV
Spin multiplicity = 1
Energy above the lowest of the compared OMol25 structures with the same formula, charge and spin = 12.17 kJ/mol
Net charge = -1

---

Record 2
Formula: C35H28Br2N5O2PW
Source: OMol25
Level of theory: ωB97M-V/def2-TZVPD

```
74
Properties=species:S:1:pos:R:3:forces:R:3
W 0.805 -0.717 -0.592 -0.741 -0.082 0.226
Br 2.093 -2.699 3.867 -0.028 -0.103 0.024
Br 5.252 1.937 4.293 0.112 0.110 0.077
P -1.006 0.624 0.328 -0.068 -0.004 -0.026
O 1.431 -1.429 1.069 0.318 0.672 0.087
O -2.216 -3.680 -0.877 0.122 -0.390 -0.058
N 0.185 1.165 -4.465 -0.146 0.140 -0.903
N -0.489 -2.322 -0.755 0.231 -0.324 0.069
N 2.327 0.725 0.051 0.043 0.090 0.215
N -0.202 0.976 -6.907 -0.009 -0.016 -0.060
N 0.542 0.095 -2.338 0.086 0.086 -0.153
C 2.762 1.810 -0.558 0.135 0.190 -0.046
C 2.784 0.462 1.314 0.079 0.096 -0.303
C 0.132 -3.677 -0.893 -0.099 0.163 -0.054
C 3.669 2.695 0.044 -0.108 0.000 -0.214
C -1.787 -2.461 -0.704 -0.128 0.318 0.015
C -1.593 3.676 -2.321 0.020 -0.024 0.039
C -1.507 2.120 4.101 0.002 0.003 -0.014
C 3.612 -0.285 3.834 -0.171 -0.189 -0.088
C -3.727 0.682 0.196 -0.106 0.058 -0.011
C -0.110 3.224 -0.013 0.021 0.047 -0.042
C 4.075 0.878 3.298 -0.006 0.082 -0.103
C -1.424 2.030 2.719 0.014 -0.034 0.013
C -2.625 -0.125 -0.050 0.027 -0.011 -0.003
C 0.015 4.426 -0.697 0.011 -0.051 0.050
C 2.392 -2.800 -1.560 -0.084 -0.225 -0.033
C 0.365 0.585 -3.441 0.164 -0.334 0.702
C 2.306 -0.731 1.874 -0.498 -0.373 -0.650
C 0.697 -3.359 -3.367 -0.064 0.050 -0.041
C -1.015 0.835 2.123 -0.005 0.006 0.076
C -0.017 1.037 -5.775 0.086 0.085 0.592
C -4.150 -1.892 -0.704 -0.070 0.039 0.005
C 2.715 -1.111 3.106 0.187 -0.070 0.565
C -5.233 -1.059 -0.481 0.035 -0.042 -0.010
C -2.844 -1.445 -0.491 0.265 -0.164 -0.026
C -1.724 2.475 -1.639 -0.048 0.025 -0.028
C 3.678 1.291 1.992 0.129 0.113 0.048
C -0.810 -0.173 4.305 -0.008 0.027 -0.029
C 4.119 2.448 1.310 0.074 -0.039 0.211
C -0.726 4.653 -1.848 -0.010 0.008 -0.031
C -0.723 -0.270 2.925 -0.018 -0.030 0.033
C -1.194 1.024 4.893 0.004 0.005 0.010
C -1.079 -4.572 -1.131 -0.242 0.183 0.076
C -5.022 0.227 -0.020 -0.009 0.065 0.024
C -0.991 2.245 -0.475 -0.022 0.018 0.016
C 1.216 -3.690 -1.969 0.068 -0.040 -0.098
H -3.580 1.692 0.559 0.003 -0.011 -0.004
H 2.382 1.994 -1.554 0.009 0.032 -0.003
H 0.685 5.189 -0.324 -0.009 -0.010 0.007
H -0.631 5.593 -2.376 -0.004 -0.020 0.013
H 3.997 3.563 -0.510 0.003 -0.012 0.017
H 2.220 -1.699 -1.643 0.262 0.063 -0.287
H 3.926 -0.593 4.821 -0.018 -0.020 -0.009
H -1.258 1.100 5.971 -0.007 0.005 -0.019
H 0.473 3.061 0.885 0.003 -0.018 0.048
H -5.861 0.882 0.174 0.012 0.007 0.004
H 0.595 -3.903 0.069 0.019 -0.051 0.071
H 4.815 3.121 1.792 -0.011 -0.019 0.004
H 0.084 -4.161 -3.776 -0.013 0.000 0.010
H 3.226 -2.905 -2.254 0.016 -0.058 0.003
H -1.686 2.889 2.119 0.011 0.045 -0.060
H -1.823 3.048 4.558 0.008 -0.008 -0.016
H 0.095 -2.445 -3.373 0.052 -0.026 0.021
H 2.743 -3.016 -0.554 0.071 -0.007 0.038
H 1.527 -3.217 -4.059 0.001 -0.011 0.018
H -1.164 -5.399 -0.436 0.001 -0.033 0.033
H -0.435 -1.215 2.484 -0.008 0.005 -0.007
H 1.610 -4.711 -1.985 0.035 0.006 0.024
H -1.185 -4.933 -2.149 0.011 0.000 -0.075
H -2.173 3.854 -3.217 -0.001 -0.014 0.011
H -4.318 -2.903 -1.042 -0.001 0.009 0.003
H -2.409 1.725 -2.017 0.002 -0.010 0.020
H -0.580 -1.034 4.919 -0.009 0.013 -0.019
H -6.236 -1.423 -0.657 0.018 0.008 0.002
```
Forces are in eV/Å.

Computed properties:
E_tot = -199481.63794 eV
Spin multiplicity = 1
Energy above the lowest of the compared OMol25 structures with the same formula, charge and spin = 11.36 kJ/mol
Net charge = +2

---

Among the records above, which one has the lowest E_tot?
C35H28Br2N5O2PW

---

spin multiplicity of number 1 (C35H27N10O10STi)?
1

---

Which of these has the lowest E_tot?
C35H28Br2N5O2PW